Density functional theory data (ωB97M-V/def2-TZVPD) for a 2-piece molecular cluster, C27H39N4O4S3 overall in a non-equilibrium geometry.

LUMO: -0.2859 hartree
orbital gap: 1.3 eV
calculated total energy: -75254.556 eV
maximum force: 0.1967 Eh/bohr
total charge: +1

```
77
Properties=species:S:1:pos:R:3:lowdin_charge:R:1
C 1.159 -0.224 -0.164 -0.112
O 0.844 0.898 -1.088 -0.256
C 0.250 2.036 -0.341 -0.174
C -0.952 2.632 -1.317 -0.039
C -0.758 2.661 -2.949 -0.001
C -1.856 3.223 -4.038 -0.050
C -3.293 3.764 -3.452 -0.520
S -4.678 4.405 -4.585 0.612
C -3.524 3.723 -1.827 -0.362
C -2.389 3.176 -0.726 -0.096
N -2.683 3.187 0.758 0.008
C -3.993 2.518 1.107 -0.092
C -3.999 1.379 2.287 -0.078
C -2.711 0.868 3.164 -0.163
O -2.360 -0.560 2.932 -0.139
N -1.640 -0.635 1.791 -0.034
O -1.669 -1.818 1.478 0.021
C -5.464 0.674 2.629 -0.428
S -5.606 -0.688 3.927 0.676
C -6.879 1.109 1.851 -0.017
C -6.879 2.281 0.666 -0.108
C -8.233 2.765 -0.153 -0.188
C -8.702 1.721 -1.336 -0.195
C -8.744 0.146 -0.872 -0.284
N -9.890 -0.521 -1.639 -0.081
C -5.409 2.950 0.329 -0.310
S -5.171 4.273 -1.029 0.814
H 0.286 -0.997 -0.049 0.086
H 2.121 -0.786 -0.524 0.084
H 1.397 0.179 0.926 0.098
H -0.268 1.558 0.611 0.095
H 1.035 2.846 -0.023 0.141
H 0.257 2.260 -3.374 0.094
H -1.709 3.229 -5.212 0.102
H -4.861 5.804 -4.371 -0.102
H -1.881 2.848 1.332 0.089
H -1.741 1.510 3.048 0.121
H -3.013 0.934 4.316 0.132
H -4.648 -0.507 4.940 -0.118
H -7.890 0.575 2.105 0.086
H -8.002 3.797 -0.704 0.099
H -9.099 3.027 0.622 0.133
H -8.048 1.803 -2.326 0.125
H -9.818 2.015 -1.637 0.124
H -8.985 0.020 0.280 0.108
H -7.762 -0.414 -1.209 0.120
H -9.639 -0.584 -2.668 0.080
H -10.087 -1.472 -1.252 0.064
C 6.826 -2.276 2.395 -0.022
C 5.890 -2.647 1.204 -0.441
C 6.122 -4.125 0.793 -0.108
C 7.429 -4.351 0.035 -0.164
C 7.550 -3.396 -1.149 -0.108
C 7.352 -1.909 -0.756 -0.450
N 6.118 -1.686 0.072 0.146
O 5.008 -1.771 -0.787 0.129
C 8.601 -1.403 0.012 -0.026
C 7.358 -1.050 -2.061 -0.023
C 4.455 -2.534 1.814 -0.027
H 6.357 -2.484 3.365 0.097
H 7.759 -2.844 2.395 0.077
H 7.068 -1.208 2.401 0.097
H 5.295 -4.468 0.159 0.136
H 6.112 -4.771 1.681 0.145
H 8.287 -4.237 0.704 0.112
H 7.465 -5.386 -0.328 0.135
H 8.532 -3.535 -1.619 0.144
H 6.808 -3.686 -1.904 0.136
H 8.452 -0.382 0.381 0.102
H 9.482 -1.382 -0.642 0.104
H 8.884 -2.033 0.855 0.067
H 6.596 -1.368 -2.781 0.088
H 8.320 -1.131 -2.582 0.101
H 7.195 0.012 -1.836 0.101
H 4.238 -1.505 2.130 0.101
H 4.352 -3.178 2.696 0.101
H 3.672 -2.853 1.117 0.083
```